Entry 1:
{
  "formula": "C22H31N5O4",
  "method": "ωB97M-V with the def2-TZVPD basis set",
  "species": ["H", "H", "C", "C", "H", "H", "C", "H", "H", "H", "H", "H", "O", "H", "H", "C", "C", "H", "O", "C", "H", "C", "H", "H", "N", "H", "C", "C", "C", "H", "H", "C", "C", "O", "H", "H", "O", "C", "H", "H", "C", "H", "H", "H", "C", "C", "C", "H", "N", "N", "H", "N", "H", "H", "C", "H", "C", "C", "C", "N", "C", "H"],
  "positions_angstrom": [[-5.45882, 0.16853, 0.70973], [-4.60503, -1.24944, 2.03700], [-4.69011, -1.88468, 1.36307], [0.86467, 2.12849, 0.37740], [1.37390, 4.43863, -3.04009], [-0.32632, -1.26397, 2.49914], [0.70820, 0.61516, -1.22400], [-2.54566, -1.97411, 1.37627], [-0.13553, 3.68834, -2.40125], [-3.93319, -0.97607, -1.71799], [0.91551, 0.33098, 3.86705], [5.29473, -2.57513, 0.81355], [-1.72633, -1.71204, -2.19978], [-1.18620, 2.35187, 1.61017], [-6.24174, -0.39958, -0.80151], [1.34689, -1.80456, 1.41524], [-1.18612, 0.69141, 0.46181], [3.17937, 0.76698, 3.39518], [-5.76449, -1.64956, 0.61644], [0.88744, -1.22453, -2.66449], [0.27470, 4.23476, 1.14385], [3.26238, -2.45384, -0.18487], [0.97095, 2.02185, 1.71802], [-4.17451, 0.86394, -1.27985], [0.07551, -0.28475, -1.72669], [5.16582, -1.53968, -0.37594], [2.57562, -1.59023, 1.21968], [-1.26450, -0.81873, -1.58499], [0.37381, 3.77438, 0.21965], [0.78568, -2.70851, 0.68830], [-4.64609, -3.11982, 1.75408], [-4.20552, -0.36755, -0.82370], [4.86048, -2.38005, -0.13827], [1.98473, 0.62767, -1.53123], [1.91002, 2.37377, 0.37463], [1.46725, -0.71705, -3.16280], [1.19749, -3.54849, -1.64541], [0.63998, -1.13307, 2.50570], [0.43242, 5.49473, -0.80676], [2.98610, -3.48085, -0.23705], [2.80231, 0.06101, 2.73419], [-0.84742, 3.49817, -0.13865], [0.11402, -1.82310, -3.45793], [1.52116, 2.89190, -1.94870], [1.10203, 4.47729, -0.83281], [-5.59594, -0.46447, -0.11386], [1.38420, -0.03039, 2.78769], [-3.09028, -2.52605, -0.27235], [2.85216, -1.75753, -1.37004], [0.08654, 1.12993, -0.08572], [4.44118, -0.32397, 1.52078], [-3.09511, -0.45948, 0.38682], [5.13665, -3.12993, -0.96205], [-2.51117, 0.97739, 1.66977], [-3.22679, -1.81076, 0.61676], [2.02665, 4.68809, -0.52594], [-1.80708, -0.13967, -0.49221], [3.37778, -0.87888, 1.76139], [1.66780, -2.52419, -1.82787], [-1.59724, 1.40208, 1.37749], [0.90568, 3.85710, -2.12825], [2.90932, -0.82977, -1.31777]],
  "forces_ev_per_a": [[-0.70, 2.67, 0.37], [0.78, 5.51, 6.96], [3.55, -10.62, -4.80], [0.54, 6.88, 8.79], [-0.68, -1.11, 1.90], [-5.11, -0.54, 1.08], [6.57, 2.10, 3.95], [1.59, -1.51, 1.71], [0.04, -0.26, 0.31], [-0.29, -0.03, 1.14], [1.11, 0.68, -2.76], [0.24, -0.86, 0.75], [-0.79, -1.81, -1.94], [-0.79, -2.10, -0.21], [-5.70, 1.04, -4.51], [-10.08, -4.30, 1.05], [6.34, -1.02, -10.23], [1.54, 1.13, 0.54], [-2.11, -1.62, -2.14], [-8.66, -8.42, 3.04], [0.24, 0.90, 1.74], [2.97, 2.96, 2.77], [-0.87, 0.21, -3.53], [-0.06, -3.56, 1.44], [-3.79, -10.42, -8.27], [2.72, 8.23, -2.66], [1.25, -9.63, -11.42], [1.22, 2.71, 3.35], [-4.52, -6.22, -1.62], [1.46, 2.81, 2.44], [-0.74, 3.75, -0.69], [0.39, 4.78, 0.72], [-4.49, -8.83, 0.44], [-3.18, 3.15, 1.63], [0.82, -1.92, -1.62], [6.18, 5.09, -4.82], [-0.69, -4.44, 0.91], [6.25, -0.79, -6.37], [2.07, -1.49, -0.24], [-0.55, -0.55, 0.37], [-3.00, -2.93, -2.71], [3.17, 1.47, 0.70], [1.88, 2.03, 2.43], [-1.26, 0.96, -1.43], [-6.51, 4.09, 0.07], [7.19, -1.79, 3.55], [-0.13, 0.85, 7.99], [-0.28, 1.01, 1.28], [-1.99, -10.46, 0.64], [1.35, -0.13, -1.74], [-2.13, -2.89, -0.04], [-0.70, 2.26, -8.44], [0.14, 1.00, 1.40], [0.59, 1.36, 0.18], [-2.88, -2.63, 0.44], [3.93, 0.87, 0.77], [-3.32, 0.28, 6.62], [9.85, 13.87, 8.35], [1.26, 11.93, -2.35], [-3.37, 3.02, 5.96], [2.84, -1.36, -2.85], [-0.72, 4.64, -0.43]],
  "homo_ev": -8.42,
  "e_above_lowest_ev": 21.629,
  "orbital_gap_ev": 8.8
}


Entry 2:
{
  "formula": "C22H31N6O9PmS",
  "method": "ωB97M-V with the def2-TZVPD basis set",
  "species": ["O", "C", "O", "H", "H", "H", "H", "C", "O", "H", "H", "H", "C", "O", "H", "C", "H", "H", "C", "C", "N", "H", "C", "C", "H", "N", "N", "C", "Pm", "C", "H", "H", "N", "H", "H", "C", "C", "H", "C", "C", "O", "O", "H", "N", "C", "C", "H", "H", "H", "H", "C", "S", "O", "H", "H", "H", "C", "H", "C", "H", "N", "H", "H", "C", "H", "H", "O", "C", "C", "O"],
  "positions_angstrom": [[-1.60881, -1.01037, 1.26352], [1.71180, -4.40002, -1.70203], [1.15534, -0.86346, 1.38418], [0.77033, -1.30145, -5.73935], [-0.27462, 2.12309, 0.36057], [0.60424, 5.47393, -1.42900], [4.29878, 5.16857, 0.34303], [-3.93165, 2.46469, 1.34173], [-3.91379, -2.67716, -3.39167], [3.20346, 4.46453, 2.54615], [1.38842, -5.26836, -1.09513], [4.12055, -4.58657, -0.97265], [-1.29362, 2.25971, 0.67122], [0.41697, -2.33474, -0.67322], [-1.53836, -3.44846, 4.92449], [3.22022, 5.06903, 0.46500], [2.41825, 0.56471, -3.36140], [-1.74416, -4.43045, 3.48890], [-3.20426, -1.86114, 3.33663], [-1.31282, -3.45416, 3.86975], [-2.20999, 1.66244, -0.06034], [3.07077, -1.80512, 1.20310], [1.65526, -2.36635, -0.39466], [-2.99244, 3.13532, 2.11516], [0.80892, -3.97051, -2.13769], [0.55460, 4.56161, 0.41132], [0.37876, -0.72739, -5.00989], [2.26799, -1.34945, 0.60509], [-1.18025, -0.80925, -1.03678], [-1.62392, 2.94831, 1.84706], [1.26233, 3.73075, 3.55041], [0.78599, -2.82503, 2.06878], [2.41879, -3.34238, -0.96894], [2.34696, -4.63988, -2.55585], [4.10568, -3.12052, 0.26829], [1.27070, 4.27445, 1.50170], [-1.04974, -1.64381, 2.17044], [-3.24443, 3.69621, 2.97918], [0.50744, 0.94152, -2.52203], [-0.70358, 3.47501, 2.87030], [-0.69066, 1.25650, -2.62061], [-3.60137, -1.06095, -1.47515], [-0.22207, -3.53539, 3.64126], [-1.80944, -2.30292, 3.09552], [1.53948, 1.12171, -3.69989], [0.47400, -1.74478, 2.28351], [0.74856, -1.55242, 3.31606], [-1.21470, 3.45790, 3.81438], [1.28541, 0.90570, -5.90623], [-3.64224, -1.57442, 2.36856], [1.23526, 5.18009, -0.56836], [-2.98367, -2.09461, -2.44503], [1.05438, 0.42694, -1.49857], [4.42367, -2.90510, -1.46512], [2.61624, -0.49661, -0.04361], [-3.15623, -0.94025, 3.90807], [3.83704, -3.51411, -0.73765], [-0.55142, -0.98531, -4.70410], [2.65875, 4.57144, 1.58527], [-0.20001, 1.30000, -4.99765], [2.52666, 5.35979, -0.60635], [-4.99353, 2.42485, 1.52912], [-3.78594, -2.65458, 3.77735], [0.73836, 0.70154, -4.98710], [1.92588, 2.16438, -3.72249], [-4.19567, 1.31100, -0.49679], [-2.14873, -3.02540, -1.56923], [0.59786, 3.80856, 2.68534], [-3.49597, 1.82195, 0.17200], [-1.88602, -1.20339, -3.16787]],
  "forces_ev_per_a": [[0.56, 0.16, 1.27], [-0.29, 0.58, -0.92], [0.04, 0.18, 0.35], [-0.21, 0.31, 0.03], [0.39, -0.16, 0.01], [0.67, -0.07, 0.44], [-0.10, 0.23, 0.33], [0.01, 0.39, -1.13], [0.96, 0.16, 1.27], [-0.37, -0.15, -0.90], [0.62, 0.46, -0.14], [-0.34, 1.26, 0.91], [-0.13, 0.08, 1.30], [2.93, -0.67, 1.20], [0.14, 0.58, 0.34], [1.71, -0.26, -0.40], [-0.26, -0.52, -0.74], [0.18, 1.15, 0.13], [0.72, 0.43, -1.67], [0.77, -0.88, -1.76], [0.53, -0.51, -1.38], [-0.32, 0.33, -0.01], [-0.34, -1.26, -1.04], [0.43, -1.67, -0.68], [0.03, -0.05, 0.15], [0.64, 0.55, -0.07], [0.50, 0.34, 0.63], [-1.58, -0.12, -0.86], [0.20, 3.15, -0.77], [-0.87, 1.34, -0.48], [-0.36, 0.64, 0.06], [-0.47, 1.25, 0.19], [-1.52, 0.57, 1.23], [-0.04, -0.56, 0.22], [0.07, -0.91, -0.63], [0.70, 0.34, -0.45], [-1.13, -0.84, 0.00], [-0.48, 0.34, 0.71], [1.84, 1.07, -1.33], [0.85, -0.38, -1.71], [0.33, -0.61, 0.41], [1.02, -1.52, -0.81], [-0.92, -0.07, 0.83], [0.31, -0.03, 0.42], [-1.54, 0.36, 0.26], [1.17, -1.48, -1.24], [0.19, 0.25, 0.17], [0.65, -0.13, 0.79], [0.16, 0.27, 0.04], [0.01, -0.32, 0.31], [-1.64, -0.88, -0.17], [-0.61, 1.15, -1.45], [-0.93, -0.85, 1.30], [-0.39, -0.30, 0.38], [-0.28, -0.64, 0.92], [-0.27, -0.09, 0.52], [0.96, 0.16, -0.58], [0.14, 0.13, -0.14], [-1.18, -0.52, 1.74], [0.74, -0.21, 0.04], [-0.07, 0.94, -1.51], [-0.08, 0.44, 0.27], [-0.02, -0.09, 0.29], [0.05, -0.48, 0.09], [-0.72, -0.29, -0.20], [0.29, 0.10, 0.21], [-1.01, 1.03, -0.81], [-0.85, -0.84, 1.73], [-0.64, -0.45, 1.39], [-1.58, -1.91, 1.13]],
  "spin_multiplicity": 5,
  "homo_ev": [-7.69, -7.68],
  "e_above_lowest_ev": 0.572,
  "orbital_gap_ev": [7.1, 7.1]
}


Entry 3:
{
  "formula": "C22H32Cl3N6O5S3SeSiSr",
  "method": "ωB97M-V with the def2-TZVPD basis set",
  "species": ["H", "O", "N", "C", "H", "O", "H", "O", "H", "C", "C", "H", "H", "H", "H", "N", "H", "H", "O", "C", "Sr", "C", "H", "S", "S", "Se", "H", "C", "H", "C", "C", "N", "H", "Cl", "C", "H", "H", "C", "C", "C", "H", "S", "C", "C", "Cl", "H", "C", "C", "C", "N", "H", "C", "C", "C", "H", "H", "H", "H", "H", "H", "H", "H", "H", "O", "C", "H", "C", "H", "H", "Cl", "H", "Si", "N", "N"],
  "positions_angstrom": [[-6.79439, 1.66615, -0.05065], [-2.05710, -0.43894, 0.04618], [2.24641, 1.27376, -3.39115], [2.92014, -1.26029, 6.77782], [-4.45384, 3.73731, 2.21787], [4.97226, -3.81600, 3.90494], [3.85768, 1.33789, -5.63985], [5.65203, -1.73748, 2.80810], [3.03464, -0.35344, -2.36185], [2.22446, -0.37617, 4.71681], [-0.84826, 0.87842, 2.94346], [1.32695, -0.31924, -6.06566], [0.96921, 1.99141, -4.89234], [-1.66025, -3.61791, -2.72215], [-5.99880, 0.07413, 0.01239], [3.96529, -1.83241, 6.20586], [2.81060, -1.41207, 7.84770], [0.77315, -0.89324, -0.19164], [6.60478, -2.33553, 4.98282], [1.84347, 0.91716, 2.63821], [-1.77179, 1.96871, -0.48646], [2.59152, -0.92415, -4.41225], [3.30608, -1.74578, -4.48219], [-4.72290, 1.70289, 1.11016], [-1.36500, -1.38423, -0.91500], [-1.52394, 4.66386, 1.03049], [2.94563, -0.76817, -6.55869], [2.77828, 1.22823, -5.77217], [2.53559, 1.69593, -6.72677], [4.10971, -1.63727, 4.89297], [-5.33940, 3.16153, 1.94604], [3.28739, -0.92602, 4.13539], [4.12221, 0.35784, -3.53659], [-3.99292, -0.56410, -3.13119], [-2.70380, 5.28227, -0.25037], [-2.38502, -4.85850, -1.69954], [1.03185, -2.16386, 1.84020], [3.08486, 0.06632, -3.36533], [0.97804, 1.44936, 1.70061], [0.19152, -1.81416, -0.10506], [1.64862, -1.34951, -4.06329], [5.50282, -2.46920, 4.05253], [2.03993, 1.97737, -4.67495], [1.31736, 0.33429, 3.78553], [-1.12706, 0.01957, -4.66878], [2.39599, 3.00485, -4.58147], [-0.06121, 0.36595, 3.95994], [-1.72630, -3.99064, -1.69934], [-6.26539, 0.95951, 0.58682], [-3.43758, 5.65621, -1.06352], [-0.73839, -4.32685, -1.38259], [1.42375, 1.50532, -2.40645], [1.98570, -0.50943, 6.07476], [0.07058, -2.27049, 1.33677], [1.35916, 1.89857, 0.79223], [0.67360, -2.55656, -0.74629], [2.91137, 0.90738, 2.46954], [-6.86157, 0.68702, 1.45698], [-2.29892, -3.22060, 0.27628], [-1.93036, 0.83172, 3.00771], [-5.94730, 3.73827, 1.25035], [-5.90412, 2.87439, 2.83249], [1.14015, -0.04993, 6.56743], [-4.13483, 2.24062, -0.16402], [2.37968, -0.24674, -5.78589], [-0.65970, -1.65821, 1.86575], [-2.28425, -2.92252, -0.77194], [-0.22649, -3.31703, 1.40336], [-0.52814, -0.07435, 4.83084], [-3.65147, 2.07832, -5.16190], [-3.29048, -2.62548, -1.06913], [-2.61942, 1.14733, -3.55618], [-0.35091, 1.37999, 1.81578], [0.64883, 1.70664, -1.57046]],
  "forces_ev_per_a": [[0.03, 0.05, 0.01], [-0.05, 0.09, 0.03], [0.24, 0.05, 0.04], [-0.11, 0.02, -0.02], [0.00, 0.00, 0.01], [0.00, 0.03, 0.01], [0.00, -0.01, 0.01], [0.00, -0.04, 0.10], [0.01, 0.00, 0.00], [0.05, -0.11, 0.10], [-0.06, -0.12, -0.06], [0.03, 0.02, 0.02], [0.04, 0.00, 0.01], [0.00, 0.00, 0.00], [0.00, 0.00, 0.00], [0.06, -0.03, 0.04], [0.01, 0.01, 0.00], [-0.03, 0.02, 0.03], [-0.05, 0.00, -0.06], [-0.01, 0.02, -0.05], [0.47, 0.39, 0.01], [-0.02, -0.02, 0.02], [0.03, 0.01, 0.01], [-0.32, 0.16, 0.10], [0.06, -0.16, -0.05], [-0.25, 0.04, -0.15], [0.01, 0.00, 0.01], [0.01, -0.01, 0.01], [-0.02, 0.01, 0.00], [0.12, -0.03, 0.02], [-0.02, -0.05, -0.04], [-0.10, 0.05, -0.09], [-0.01, 0.00, -0.02], [0.21, 0.31, -0.08], [0.25, -0.08, 0.25], [0.00, 0.00, -0.01], [0.01, -0.02, -0.01], [-0.02, -0.04, 0.00], [0.06, -0.22, 0.07], [0.04, -0.10, -0.09], [-0.01, 0.01, -0.01], [0.00, 0.02, -0.04], [-0.07, 0.05, -0.03], [-0.06, 0.08, -0.04], [0.03, 0.01, -0.03], [0.00, 0.00, -0.01], [0.01, -0.03, -0.05], [0.01, -0.02, 0.02], [0.02, 0.02, 0.07], [-0.06, -0.02, -0.03], [0.00, 0.00, -0.01], [-0.32, -0.17, -0.24], [0.07, -0.01, -0.01], [-0.02, 0.00, 0.01], [-0.01, 0.03, 0.00], [0.01, 0.02, -0.01], [0.01, -0.01, 0.02], [0.02, -0.02, 0.01], [0.02, 0.04, 0.02], [0.00, 0.04, 0.04], [-0.01, -0.03, -0.04], [0.02, -0.02, 0.01], [0.00, 0.01, -0.01], [-0.09, -0.15, -0.04], [-0.01, -0.05, -0.05], [0.01, 0.00, 0.01], [0.04, 0.03, -0.06], [-0.02, 0.00, 0.01], [0.01, 0.00, 0.01], [0.06, -0.11, 0.08], [0.00, 0.02, -0.02], [-0.25, -0.37, 0.12], [-0.05, 0.33, -0.14], [-0.04, 0.06, 0.23]],
  "total_charge": -1,
  "homo_ev": -5.72,
  "orbital_gap_ev": 7.2
}


Going through the records in order, we get F_max values of 18.95 3.25 0.61 eV Å⁻¹.